Formula: C14H11BCl32N3O2
Source: OMol25
Level of theory: the ωB97M-V functional and the def2-TZVPD basis

Structure (XYZ):
```
63
Properties=species:S:1:pos:R:3:mulliken_charge:R:1
N -0.81989 2.12380 1.87314 -0.47
B -0.42195 1.47439 0.58352 0.47
O -1.36341 1.19162 -0.44482 -0.52
C 1.16521 1.07856 0.46295 0.18
C 1.63500 -0.15382 1.18912 -0.22
C 3.13692 -0.32952 1.00354 0.49
C 3.97311 -1.50791 1.65513 -0.86
C 3.72590 -2.80735 0.75410 0.00
O 3.83959 -2.40130 -0.63774 -0.39
C 3.81231 0.70477 0.13759 -0.27
N 3.29516 1.78827 -0.53664 -0.92
N 2.00018 1.88087 -0.29329 0.51
H -0.45344 1.49746 2.61048 0.25
H -1.84057 2.20970 1.94002 0.11
H -2.25908 1.51023 -0.20573 0.25
H 0.98104 -0.84690 1.78431 0.46
H 5.05933 -1.19002 1.72850 0.41
H 3.57615 -1.63024 2.72534 0.29
H 4.53705 -3.56227 1.04970 0.27
H 2.68156 -3.23840 0.97688 0.07
H 2.96282 -2.58377 -1.05502 0.16
H 4.94057 0.57266 0.01149 0.40
H 1.55526 2.69968 -0.74832 0.31
C 0.90086 -2.53080 -3.54123 0.21
Cl 0.25870 -0.98054 -2.95978 0.04
Cl 2.49894 -2.27471 -4.26876 -0.06
Cl 1.04559 -3.65501 -2.17127 -0.07
Cl -0.19969 -3.21223 -4.75342 -0.08
C 0.82730 1.74298 -5.72208 0.14
Cl 0.23716 3.18868 -6.56232 0.06
Cl 2.41854 1.29043 -6.36515 -0.09
Cl 0.96820 2.08797 -3.98182 -0.05
Cl -0.31477 0.40565 -5.97233 -0.08
C -4.84473 0.98216 3.51755 0.28
Cl -6.33673 1.59687 4.24995 -0.02
Cl -4.38129 2.02811 2.15497 -0.10
Cl -3.54531 0.98030 4.72830 -0.08
Cl -5.10840 -0.67165 2.92987 -0.09
C 2.19619 -6.30133 2.75368 0.33
Cl 2.08801 -5.88565 1.02975 -0.07
Cl 3.73300 -7.14281 3.05952 -0.10
Cl 2.13053 -4.81472 3.72628 -0.09
Cl 0.83707 -7.35437 3.18832 -0.05
C -5.41743 4.78148 6.94601 0.33
Cl -5.54442 6.54170 7.13196 -0.09
Cl -4.77137 4.40115 5.33562 -0.04
Cl -4.32830 4.13134 8.18822 -0.09
Cl -7.02486 4.04910 7.12574 -0.09
C -2.36097 4.74378 -9.36569 0.29
Cl -2.02307 4.44288 -11.08122 -0.08
Cl -3.71503 5.88605 -9.21962 -0.10
Cl -2.79020 3.21572 -8.56983 -0.05
Cl -0.91739 5.43271 -8.59162 -0.06
C 2.51146 -9.37145 6.81151 0.29
Cl 1.03024 -8.74212 7.56322 -0.10
Cl 2.98260 -8.31820 5.45912 0.01
Cl 3.81610 -9.40980 8.01502 -0.10
Cl 2.21618 -11.01353 6.20554 -0.10
C -2.95891 6.25455 -4.71192 0.29
Cl -3.56543 7.76981 -4.01325 -0.09
Cl -3.38724 6.18082 -6.43356 0.02
Cl -1.19165 6.18834 -4.53914 -0.10
Cl -3.68831 4.87584 -3.86043 -0.11
```

LUMO energy   -0.166 Ha
Largest force on an atom   5.42 eV Å⁻¹
Total energy   -424646.27436 eV
Net charge   +1
HOMO energy   -12.62 eV
Kohn-Sham gap   0.298 Eh